# 1
Formula: C13H15F3NPdS6Sb
Source: the Open Molecules 2025 dataset
Level of theory: ωB97M-V/def2-TZVPD

```
40
Properties=species:S:1:pos:R:3
Pd -0.182 -0.477 -0.320
F 5.374 0.207 2.866
C 4.549 0.074 1.809
F 4.926 -1.033 1.155
F 4.787 1.118 1.002
C 3.107 0.017 2.246
C 2.782 0.176 3.574
C 1.448 0.184 3.976
C 0.488 0.040 3.003
N 0.794 -0.135 1.714
C 2.075 -0.161 1.303
S 2.257 -0.405 -0.398
H 3.572 0.300 4.302
H 1.169 0.302 5.012
H -0.567 0.046 3.247
C -2.107 -1.332 -3.081
S -0.550 -2.004 -2.451
C -1.205 -3.405 -1.619
C -1.686 -3.372 -0.370
S -1.667 -2.005 0.723
S -2.388 -4.869 0.173
C -2.171 -5.803 -1.272
S -2.603 -7.371 -1.424
S -1.348 -4.906 -2.496
H -1.859 -0.526 -3.772
H -2.705 -0.958 -2.254
H -2.649 -2.109 -3.619
C 0.714 3.401 -1.419
Sb -0.740 1.961 -0.897
C -1.613 2.925 0.768
C -2.216 2.420 -2.348
H 0.233 4.358 -1.620
H 1.255 3.066 -2.303
H 1.420 3.508 -0.596
H -2.005 3.896 0.468
H -0.858 3.056 1.543
H -2.418 2.305 1.158
H -2.368 3.500 -2.359
H -3.150 1.923 -2.091
H -1.893 2.091 -3.335
```

Values from the calculation:
* <S²>: 2.012
* 2S+1: 3
* HOMO-LUMO gap (spin up / spin down): 7.73 / 5.63 eV
* energy above the lowest of the compared OMol25 structures with the same formula, charge and spin: 0.000 eV
* HOMO energy (spin up / spin down): -7.64 / -7.63 eV

---

# 2
Formula: C29H28I2N4OSV
Source: the Open Molecules 2025 dataset
Level of theory: ωB97M-V/def2-TZVPD

```
66
Properties=species:S:1:pos:R:3
V -0.035 -0.628 0.832
I 5.173 -4.695 4.162
C 3.988 -3.401 3.051
C 4.406 -2.094 2.838
C 3.612 -1.234 2.091
I 4.155 0.755 1.796
C 2.429 -1.702 1.560
O 1.576 -0.859 0.865
C 1.987 -3.004 1.774
C 0.742 -3.530 1.090
N -0.518 -2.712 1.247
C -1.099 -2.801 2.616
C -0.491 -1.757 3.511
C -0.330 -1.938 4.868
C 0.199 -0.900 5.620
C 0.553 0.288 4.992
C 0.360 0.405 3.635
N -0.155 -0.602 2.903
C 2.781 -3.853 2.526
H 5.337 -1.739 3.257
H 0.543 -4.534 1.464
H 0.927 -3.607 0.018
H -1.184 -3.132 0.605
H -0.968 -3.798 3.035
H -2.171 -2.612 2.539
H -0.616 -2.875 5.327
H 0.337 -1.016 6.687
H 0.975 1.113 5.547
H 0.607 1.309 3.096
H 2.469 -4.875 2.699
C -3.411 3.348 0.982
C -1.888 3.567 0.977
C -1.456 4.274 2.272
C -1.480 4.401 -0.246
C -1.240 2.253 0.906
C -0.688 1.168 0.842
H -3.907 4.315 1.074
H -3.719 2.722 1.820
H -3.743 2.879 0.055
H -1.956 5.241 2.339
H -0.378 4.446 2.282
H -1.728 3.686 3.150
H -1.986 5.366 -0.203
H -1.767 3.904 -1.174
H -0.403 4.577 -0.263
S -1.658 -0.705 -5.505
C -1.164 -0.616 -3.857
C -1.966 -1.307 -2.926
C -1.619 -1.299 -1.607
N -0.529 -0.651 -1.133
C 0.213 0.047 -2.018
C -0.062 0.088 -3.359
C -0.456 0.289 -6.351
C 0.869 -0.101 -6.466
C 1.723 0.726 -7.184
N 1.328 1.850 -7.780
C 0.044 2.187 -7.688
C -0.894 1.442 -6.980
H -2.855 -1.833 -3.248
H -2.251 -1.799 -0.882
H 1.056 0.593 -1.616
H 0.566 0.680 -4.009
H 1.229 -1.028 -6.039
H 2.770 0.467 -7.292
H -0.252 3.096 -8.198
H -1.929 1.754 -6.928
```

Values from the calculation:
* <S²>: 0.763
* charge: +2
* 2S+1: 2
* HOMO-LUMO gap (spin up / spin down): 6.37 / 6.84 eV
* energy above the lowest of the compared OMol25 structures with the same formula, charge and spin: 0.190 eV
* HOMO energy (spin up / spin down): -13.71 / -13.73 eV

---

# 3
Formula: C31H51ClF13NOS
Source: the Open Molecules 2025 dataset
Level of theory: ωB97M-V/def2-TZVPD

```
99
Properties=species:S:1:pos:R:3
C -8.355 -0.199 -0.410
C -7.302 0.718 0.219
C -6.544 0.058 1.367
C -5.858 1.065 2.294
C -4.711 0.497 3.122
C -3.495 -0.024 2.361
C -2.744 1.040 1.547
C -3.216 1.165 0.094
C -2.585 0.110 -0.845
C -3.585 -0.750 -1.638
C -3.984 -2.071 -0.966
C -4.254 -3.184 -1.986
C -2.957 -3.819 -2.497
C -2.234 -4.666 -1.420
C -0.770 -4.283 -1.129
C -0.538 -3.643 0.255
C 0.852 -3.932 0.821
C 2.005 -3.247 0.073
C 2.270 -1.824 0.548
N 2.843 -1.875 1.921
C 4.014 -1.164 2.050
O 4.730 -1.167 3.038
C 4.180 -0.292 0.825
C 3.662 1.106 1.208
C 4.621 1.890 2.100
C 5.922 2.357 1.488
F 6.532 3.226 2.340
F 6.788 1.325 1.300
C 5.775 3.068 0.113
F 4.672 3.849 0.146
F 5.573 2.112 -0.823
C 7.009 3.921 -0.369
F 8.105 3.445 0.237
F 7.180 3.748 -1.678
C 6.941 5.458 -0.018
F 6.344 5.591 1.154
F 8.185 5.891 0.095
S 6.084 6.603 -1.290
F 4.906 6.949 -0.296
F 6.906 7.838 -0.742
F 7.244 6.260 -2.314
F 5.224 5.391 -1.851
F 5.429 7.535 -2.375
C 3.350 -1.063 -0.232
C 3.035 -0.298 -1.544
C 1.602 0.097 -1.898
C 0.673 -1.054 -2.299
Cl 0.854 1.100 -0.613
H -7.993 -1.227 -0.469
H -9.283 -0.177 0.160
H -8.586 0.120 -1.427
H -7.798 1.616 0.602
H -6.612 1.062 -0.556
H -7.252 -0.550 1.939
H -5.807 -0.639 0.958
H -5.511 1.913 1.694
H -6.618 1.466 2.969
H -5.104 -0.303 3.757
H -4.361 1.283 3.799
H -2.816 -0.455 3.102
H -3.768 -0.848 1.693
H -1.682 0.781 1.541
H -2.837 2.005 2.055
H -2.967 2.166 -0.264
H -4.303 1.073 0.045
H -1.943 0.624 -1.561
H -1.946 -0.538 -0.239
H -4.485 -0.157 -1.821
H -3.139 -0.978 -2.609
H -4.873 -1.925 -0.348
H -3.189 -2.393 -0.287
H -4.877 -3.970 -1.553
H -4.802 -2.751 -2.828
H -2.290 -3.027 -2.844
H -3.196 -4.465 -3.342
H -2.807 -4.598 -0.493
H -2.250 -5.707 -1.741
H -0.145 -5.179 -1.170
H -0.413 -3.610 -1.911
H -0.720 -2.565 0.216
H -1.271 -4.071 0.943
H 0.876 -3.656 1.878
H 1.002 -5.014 0.771
H 2.923 -3.829 0.213
H 1.792 -3.277 -0.997
H 1.316 -1.302 0.639
H 2.866 -2.775 2.380
H 5.218 -0.277 0.505
H 3.364 1.672 0.328
H 2.741 0.971 1.781
H 4.929 1.252 2.932
H 4.132 2.771 2.512
H 4.030 -1.868 -0.539
H 3.431 -0.866 -2.387
H 3.611 0.630 -1.520
H 1.671 0.776 -2.748
H -0.037 -1.301 -1.515
H 0.131 -0.800 -3.208
H 1.270 -1.939 -2.521
```

Values from the calculation:
* HOMO-LUMO gap: 10.03 eV
* HOMO energy: -9.61 eV

---

Please write out number 1 again, unchanged.
Formula: C13H15F3NPdS6Sb
Source: the Open Molecules 2025 dataset
Level of theory: ωB97M-V/def2-TZVPD

```
40
Properties=species:S:1:pos:R:3
Pd -0.182 -0.477 -0.320
F 5.374 0.207 2.866
C 4.549 0.074 1.809
F 4.926 -1.033 1.155
F 4.787 1.118 1.002
C 3.107 0.017 2.246
C 2.782 0.176 3.574
C 1.448 0.184 3.976
C 0.488 0.040 3.003
N 0.794 -0.135 1.714
C 2.075 -0.161 1.303
S 2.257 -0.405 -0.398
H 3.572 0.300 4.302
H 1.169 0.302 5.012
H -0.567 0.046 3.247
C -2.107 -1.332 -3.081
S -0.550 -2.004 -2.451
C -1.205 -3.405 -1.619
C -1.686 -3.372 -0.370
S -1.667 -2.005 0.723
S -2.388 -4.869 0.173
C -2.171 -5.803 -1.272
S -2.603 -7.371 -1.424
S -1.348 -4.906 -2.496
H -1.859 -0.526 -3.772
H -2.705 -0.958 -2.254
H -2.649 -2.109 -3.619
C 0.714 3.401 -1.419
Sb -0.740 1.961 -0.897
C -1.613 2.925 0.768
C -2.216 2.420 -2.348
H 0.233 4.358 -1.620
H 1.255 3.066 -2.303
H 1.420 3.508 -0.596
H -2.005 3.896 0.468
H -0.858 3.056 1.543
H -2.418 2.305 1.158
H -2.368 3.500 -2.359
H -3.150 1.923 -2.091
H -1.893 2.091 -3.335
```

Values from the calculation:
* <S²>: 2.012
* 2S+1: 3
* HOMO-LUMO gap (spin up / spin down): 7.73 / 5.63 eV
* energy above the lowest of the compared OMol25 structures with the same formula, charge and spin: 0.000 eV
* HOMO energy (spin up / spin down): -7.64 / -7.63 eV